Entry 1:
{
  "formula": "C14H28AuN4O4PS2",
  "method": "ωB97M-V with the def2-TZVPD basis set",
  "elements": ["Au", "C", "C", "O", "P", "S", "S", "O", "C", "C", "H", "H", "H", "H", "H", "H", "H", "H", "H", "H", "N", "C", "C", "C", "N", "H", "H", "H", "H", "H", "H", "H", "H", "H", "H", "O", "C", "N", "C", "O", "C", "C", "C", "C", "N", "C", "H", "H", "H", "H", "H", "H", "H", "H"],
  "xyz": [[0.926, -1.516, 0.681], [-2.659, 3.201, -0.263], [-1.156, 3.279, -0.206], [-0.630, 2.027, -0.747], [0.769, 1.453, -0.380], [0.772, 1.006, 1.593], [2.009, -0.246, -1.046], [1.691, 2.723, -0.597], [3.114, 2.766, -0.359], [3.879, 2.740, -1.661], [-3.084, 4.160, 0.035], [-3.025, 2.428, 0.412], [-2.988, 2.969, -1.276], [-0.795, 3.394, 0.816], [-0.764, 4.093, -0.812], [3.402, 1.937, 0.287], [3.286, 3.698, 0.177], [3.662, 1.829, -2.219], [4.949, 2.774, -1.453], [3.621, 3.600, -2.279], [3.013, -1.851, 1.541], [3.049, -1.969, 3.011], [2.402, -3.258, 3.493], [0.882, -3.251, 3.447], [0.359, -3.275, 2.063], [3.439, -2.661, 1.100], [3.530, -1.031, 1.237], [2.523, -1.107, 3.426], [4.082, -1.933, 3.362], [2.699, -3.422, 4.529], [2.790, -4.105, 2.915], [0.504, -2.349, 3.930], [0.511, -4.114, 4.003], [-0.654, -3.335, 2.084], [0.692, -4.108, 1.587], [-0.637, -0.164, -3.770], [-1.766, 0.698, -3.693], [-2.958, -0.080, -3.808], [-3.556, -0.816, -2.828], [-4.545, -1.485, -3.025], [-2.985, -0.749, -1.432], [-3.825, -0.379, -0.391], [-3.356, -0.436, 0.911], [-2.062, -0.865, 1.130], [-1.257, -1.239, 0.130], [-1.704, -1.181, -1.129], [0.167, 0.354, -3.893], [-1.758, 1.419, -4.511], [-1.774, 1.234, -2.742], [-3.313, -0.264, -4.735], [-4.834, -0.053, -0.612], [-3.980, -0.152, 1.747], [-1.645, -0.905, 2.128], [-1.015, -1.484, -1.906]],
  "atomic_forces_ev_per_a": [[0.133, -0.877, 0.347], [0.087, -0.132, -0.041], [-0.022, 0.247, 0.145], [-0.348, -0.789, -1.455], [2.919, -0.714, 3.092], [-0.363, 0.606, 0.094], [-1.976, 1.434, -1.005], [-0.311, 0.224, -0.783], [0.184, 0.006, 0.033], [-0.121, 0.028, -0.032], [0.000, 0.000, -0.003], [-0.026, 0.021, 0.002], [-0.058, 0.058, 0.007], [0.054, -0.093, 0.000], [0.071, -0.074, -0.065], [-0.097, -0.017, 0.050], [-0.045, -0.009, 0.039], [0.047, -0.002, 0.000], [0.000, -0.002, -0.011], [0.005, -0.007, -0.002], [-0.082, -0.019, -0.074], [0.084, -0.053, 0.056], [-0.136, 0.125, -0.122], [0.052, -0.082, 0.061], [-0.049, 0.248, -0.021], [0.080, 0.026, 0.024], [-0.078, 0.033, -0.053], [0.040, 0.044, -0.039], [0.011, 0.032, -0.027], [0.023, -0.026, -0.011], [0.017, -0.037, 0.073], [-0.026, -0.013, 0.003], [-0.065, 0.018, -0.007], [-0.002, -0.044, -0.072], [-0.074, -0.022, -0.022], [-0.007, 0.019, -0.048], [0.027, -0.061, 0.042], [0.019, -0.095, -0.057], [0.008, 0.131, 0.014], [0.006, 0.008, -0.003], [-0.023, -0.023, -0.033], [-0.003, -0.009, -0.012], [-0.025, 0.008, -0.005], [-0.039, -0.042, -0.078], [0.046, -0.059, -0.110], [0.075, -0.035, 0.026], [-0.018, 0.005, 0.014], [0.001, 0.027, 0.012], [0.015, -0.009, 0.009], [-0.039, -0.037, 0.020], [-0.016, -0.048, 0.024], [0.005, 0.001, 0.000], [0.014, 0.056, 0.001], [0.022, 0.025, 0.007]],
  "homo_lumo_gap_ha": [0.2865, 0.2337],
  "total_charge": 1,
  "homo_ha": [-0.38746, -0.38675],
  "e_tot_ha": -2343.53142,
  "s_squared": 0.76,
  "lumo_energy_ev": [-2.75, -4.16],
  "de_lowest_kcal_mol": 0.0,
  "spin_multiplicity": 2
}

=====

Entry 2:
{
  "formula": "C14H28AuN4O7P2SSi",
  "method": "ωB97M-V with the def2-TZVPD basis set",
  "elements": ["Au", "C", "C", "C", "C", "C", "C", "N", "N", "Si", "C", "C", "C", "H", "H", "H", "H", "H", "H", "H", "H", "H", "H", "H", "H", "H", "H", "H", "C", "C", "O", "P", "O", "O", "O", "P", "O", "O", "O", "H", "H", "H", "H", "H", "H", "H", "S", "C", "N", "C", "C", "N", "H", "H", "H", "H", "H", "H"],
  "xyz": [[0.614, -0.487, 0.727], [-0.497, 3.177, -0.498], [-1.258, 2.465, 0.572], [-2.381, 3.029, 1.169], [-3.065, 2.313, 2.144], [-2.630, 1.058, 2.526], [-1.487, 0.549, 1.904], [-0.852, 1.255, 0.949], [-0.880, -0.644, 2.113], [-1.008, -1.650, 3.572], [-2.636, -2.609, 3.467], [-1.001, -0.485, 5.057], [0.471, -2.803, 3.612], [0.062, 4.013, -0.077], [-1.179, 3.581, -1.245], [0.194, 2.487, -0.975], [-2.712, 4.010, 0.863], [-3.953, 2.736, 2.595], [-3.150, 0.480, 3.274], [-3.486, -1.953, 3.282], [-2.818, -3.142, 4.403], [-2.603, -3.346, 2.662], [-1.954, 0.020, 5.205], [-0.233, 0.282, 4.943], [-0.780, -1.048, 5.965], [0.393, -3.607, 2.886], [0.573, -3.253, 4.601], [1.394, -2.258, 3.403], [2.820, 1.877, -2.464], [2.908, 0.382, -2.745], [3.796, 0.018, -3.782], [1.284, -0.234, -3.298], [1.397, -1.778, -3.614], [1.023, 0.400, -4.718], [0.151, 0.110, -2.400], [3.489, -0.435, -1.153], [3.360, -2.024, -1.486], [4.896, -0.068, -0.968], [2.514, -0.127, -0.018], [2.634, 2.436, -3.381], [3.748, 2.218, -2.003], [2.002, 2.050, -1.768], [4.690, 0.283, -3.524], [1.824, -2.288, -2.900], [1.706, 0.195, -5.376], [4.251, -2.397, -1.563], [0.716, -2.928, 0.276], [-0.935, -3.123, -0.151], [-1.651, -2.301, -0.885], [-2.996, -2.814, -1.134], [-3.029, -4.107, -0.291], [-1.662, -4.172, 0.229], [-1.256, -1.445, -1.293], [-3.133, -3.003, -2.199], [-3.744, -2.087, -0.820], [-3.267, -4.987, -0.886], [-3.741, -4.043, 0.532], [-1.285, -4.965, 0.719]],
  "atomic_forces_ev_per_a": [[-0.693, -0.786, 0.502], [0.098, -0.051, 0.056], [-0.211, 0.561, -0.351], [0.117, -0.202, -0.044], [0.134, -0.049, -0.078], [0.100, -0.115, 0.010], [-0.645, 0.652, -0.042], [1.034, -0.818, 0.425], [0.650, -0.527, -0.980], [-0.025, -0.269, 0.341], [0.389, 0.182, 0.004], [-0.001, -0.214, -0.353], [-0.216, 0.225, 0.067], [0.022, -0.019, 0.032], [0.011, -0.036, -0.021], [-0.042, 0.010, -0.097], [0.036, 0.004, -0.026], [0.009, -0.005, 0.044], [-0.045, -0.009, -0.016], [-0.013, 0.039, 0.039], [-0.024, -0.013, 0.014], [0.044, -0.010, 0.012], [-0.024, -0.011, 0.013], [0.038, -0.018, 0.008], [-0.001, -0.034, -0.001], [-0.029, -0.029, 0.041], [-0.055, 0.048, 0.048], [0.027, -0.001, 0.031], [0.019, 0.023, -0.083], [-0.384, -0.590, 0.908], [0.145, 0.124, -0.122], [-0.992, 0.327, 0.203], [0.310, -0.381, 0.202], [0.293, -0.034, -0.347], [0.364, -0.248, 0.442], [0.176, -0.042, -1.018], [-0.162, 0.031, 0.154], [0.185, 0.108, 0.093], [-1.028, 0.087, 0.081], [0.010, -0.020, -0.006], [0.018, 0.043, -0.055], [0.061, 0.110, 0.012], [0.048, -0.016, 0.062], [0.099, 0.161, -0.201], [-0.090, 0.047, 0.116], [-0.118, 0.031, -0.046], [0.608, 1.368, 0.232], [-0.477, 0.023, 0.204], [0.337, 0.635, -0.188], [-0.233, 0.144, -0.135], [-0.126, -0.031, -0.080], [0.194, -0.056, -0.227], [-0.135, -0.390, -0.042], [0.038, -0.023, 0.036], [0.006, -0.049, 0.048], [0.039, 0.025, -0.014], [0.043, 0.011, 0.001], [0.067, 0.082, 0.096]],
  "homo_lumo_gap_ha": 0.2042,
  "total_charge": 1,
  "homo_ha": -0.41917,
  "e_tot_ha": -2802.10418,
  "lumo_energy_ev": -5.85,
  "de_lowest_kcal_mol": 0.0,
  "spin_multiplicity": 1
}

=====

Entry 3:
{
  "formula": "C14H28Br12O2Sr4",
  "method": "ωB97M-V with the def2-TZVPD basis set",
  "elements": ["Sr", "Sr", "Sr", "Sr", "O", "C", "C", "O", "H", "H", "H", "H", "Br", "C", "C", "Br", "H", "H", "H", "H", "Br", "C", "C", "Br", "H", "H", "H", "H", "Br", "C", "C", "Br", "H", "H", "H", "H", "Br", "C", "C", "Br", "H", "H", "H", "H", "Br", "C", "C", "Br", "H", "H", "H", "H", "Br", "C", "C", "Br", "H", "H", "H", "H"],
  "xyz": [[3.867, 2.403, -3.380], [2.688, -1.783, -2.396], [5.605, 0.067, -0.551], [0.480, 0.762, -4.654], [3.190, 0.788, -1.267], [1.882, 1.291, -0.913], [0.610, 0.349, -0.981], [0.396, -0.399, -2.221], [1.667, 2.145, -1.555], [2.038, 1.706, 0.083], [-0.350, 0.781, -0.699], [0.836, -0.420, -0.242], [-0.546, -0.138, 4.384], [-1.431, 0.002, 2.558], [-2.464, -1.077, 2.317], [-3.201, -0.878, 0.486], [-0.623, 0.035, 1.827], [-1.976, 0.945, 2.535], [-3.362, -0.842, 2.888], [-2.054, -2.082, 2.415], [1.604, -2.804, 4.274], [2.956, -1.307, 4.094], [2.628, -0.537, 2.866], [3.930, 0.883, 2.363], [3.956, -1.741, 4.098], [2.853, -0.659, 4.965], [1.655, -0.045, 2.876], [2.430, -1.141, 1.981], [3.411, 4.533, 1.577], [2.237, 5.570, 0.275], [0.954, 4.870, -0.136], [-0.035, 4.181, 1.447], [2.902, 5.837, -0.547], [1.935, 6.468, 0.813], [1.169, 3.976, -0.721], [0.274, 5.457, -0.753], [-2.006, 2.416, -3.454], [-3.188, 2.508, -1.826], [-2.634, 3.434, -0.795], [-3.357, 2.934, 1.082], [-3.036, 1.525, -1.380], [-4.262, 2.640, -1.959], [-3.015, 4.442, -0.957], [-1.546, 3.370, -0.813], [0.844, -3.361, -0.721], [0.073, -4.138, 0.943], [0.414, -5.624, 1.112], [-0.688, -6.493, 2.520], [-1.010, -4.019, 0.981], [0.345, -3.483, 1.771], [1.472, -5.868, 1.212], [0.106, -6.135, 0.200], [-2.663, -4.584, -2.106], [-2.195, -2.798, -2.859], [-2.963, -2.492, -4.171], [-2.192, -0.962, -5.058], [-1.107, -2.762, -2.907], [-2.636, -2.135, -2.114], [-4.010, -2.291, -3.941], [-2.857, -3.324, -4.867]],
  "atomic_forces_ev_per_a": [[0.135, 0.694, 0.778], [-2.056, -0.042, 0.595], [-0.288, 0.744, 1.847], [-2.873, -0.861, 0.702], [1.329, -1.491, -1.766], [-0.691, 0.142, 0.267], [1.351, -1.696, -1.054], [2.684, 1.418, -0.958], [-0.152, 0.580, -0.559], [-0.594, 0.052, 0.229], [0.323, 0.717, 0.104], [-0.173, -0.198, 0.550], [-0.962, 0.095, -1.214], [0.098, 0.099, 0.519], [-0.190, 0.398, -0.164], [0.571, -0.104, 0.263], [0.021, -0.099, 0.122], [0.411, 0.289, 0.289], [0.287, -0.686, 0.375], [-0.465, 0.052, 0.064], [0.959, 1.131, -0.122], [-0.197, -0.273, 0.667], [-1.347, -0.186, -1.575], [0.174, -0.547, -0.212], [-0.227, -0.229, -0.030], [-0.092, -0.330, 0.182], [0.318, 0.590, 0.838], [0.935, -0.439, -0.148], [-0.804, 0.410, -1.241], [-0.251, 0.250, 0.898], [0.364, -1.192, 0.345], [0.444, 0.432, -0.710], [-0.206, -0.029, 0.022], [0.502, 0.028, 0.115], [0.041, -0.152, 0.038], [0.109, 0.485, 0.440], [-0.423, 0.632, 0.051], [-0.018, -1.754, 1.913], [-0.307, 0.720, 0.526], [0.599, 0.338, -1.899], [-0.165, -0.310, -0.592], [0.218, 0.179, -1.197], [0.345, 0.094, 0.342], [-0.171, 0.216, 0.636], [-0.176, -0.137, 0.074], [-0.771, -0.932, 2.333], [-0.263, -0.344, -0.815], [0.796, 0.982, -0.685], [-0.168, 0.022, -1.303], [0.948, -0.059, -0.236], [-0.111, 0.252, 0.576], [-0.182, -0.061, 0.031], [0.231, 0.761, -0.610], [-1.353, -0.181, 0.217], [0.749, -2.060, 1.282], [0.335, 0.783, -0.553], [-0.283, 0.168, -0.167], [0.742, 0.139, 0.112], [0.127, 0.238, -0.361], [-0.185, 0.264, -0.168]],
  "homo_lumo_gap_ha": 0.0611,
  "total_charge": 6,
  "homo_ha": -0.80389,
  "e_tot_ha": -31708.91863,
  "lumo_energy_ev": -20.21,
  "spin_multiplicity": 1
}

=====

Entry 4:
{
  "formula": "C14H28Br14",
  "method": "ωB97M-V with the def2-TZVPD basis set",
  "elements": ["Br", "C", "C", "Br", "H", "H", "H", "H", "Br", "C", "C", "Br", "H", "H", "H", "H", "Br", "C", "C", "Br", "H", "H", "H", "H", "Br", "C", "C", "Br", "H", "H", "H", "H", "Br", "C", "C", "Br", "H", "H", "H", "H", "Br", "C", "C", "Br", "H", "H", "H", "H", "Br", "C", "C", "Br", "H", "H", "H", "H"],
  "xyz": [[16.806, 9.077, 16.360], [15.165, 8.151, 16.980], [15.041, 6.845, 16.184], [14.497, 7.063, 14.293], [14.267, 8.735, 16.780], [15.242, 7.876, 18.032], [14.198, 6.297, 16.604], [16.017, 6.361, 16.141], [5.602, 10.547, 18.917], [6.774, 12.056, 18.195], [7.486, 11.473, 16.950], [8.653, 12.979, 16.354], [7.475, 12.277, 19.000], [6.160, 12.910, 17.910], [6.900, 11.326, 16.043], [8.205, 10.666, 17.094], [8.697, 8.654, 14.447], [9.139, 8.242, 12.567], [7.900, 7.615, 11.837], [8.233, 7.604, 9.927], [10.045, 7.643, 12.651], [9.380, 9.153, 12.020], [7.037, 8.254, 12.026], [7.485, 6.640, 12.096], [12.037, 8.568, 6.333], [12.423, 7.998, 8.263], [11.846, 8.948, 9.269], [12.553, 8.537, 11.125], [13.511, 7.960, 8.311], [12.075, 6.975, 8.406], [10.760, 8.922, 9.191], [12.192, 9.975, 9.156], [10.996, 18.892, 14.263], [11.696, 17.056, 14.107], [10.790, 15.980, 13.461], [10.582, 16.145, 11.487], [12.050, 16.766, 15.097], [12.646, 17.222, 13.600], [9.813, 16.094, 13.931], [11.114, 14.969, 13.709], [14.979, 13.968, 9.357], [13.453, 14.181, 10.549], [14.020, 14.244, 11.977], [15.042, 12.587, 12.485], [12.791, 13.338, 10.352], [12.970, 15.064, 10.132], [13.285, 14.400, 12.766], [14.733, 15.069, 11.956], [11.797, 9.332, 15.848], [11.923, 10.395, 14.140], [11.009, 11.670, 14.063], [10.947, 12.501, 12.321], [11.644, 9.773, 13.290], [12.962, 10.655, 13.939], [11.374, 12.370, 14.814], [10.004, 11.430, 14.411]],
  "atomic_forces_ev_per_a": [[-0.811, -0.100, 0.510], [0.081, -0.725, -1.283], [-0.163, 0.785, -0.071], [0.275, 0.146, 0.419], [0.461, 0.408, 0.202], [0.278, 0.332, -0.049], [0.466, -0.421, 0.041], [-0.479, -0.434, 0.148], [0.582, 1.082, -0.424], [-0.038, -1.865, -0.731], [0.490, 1.352, 0.117], [-0.022, 0.009, 0.096], [-0.186, 0.019, -0.223], [-0.066, -0.284, 0.283], [-0.358, -0.254, 0.585], [-0.450, -0.008, 0.353], [-0.317, -0.037, -0.703], [-0.905, -0.732, -0.282], [0.084, 0.690, 0.812], [-0.006, -0.056, -0.019], [-0.363, -0.223, -0.303], [-0.036, 0.147, 0.418], [0.225, 0.387, -0.314], [0.980, -0.211, 0.253], [0.060, -0.382, 1.605], [0.885, -0.238, -0.608], [0.120, 0.591, 0.065], [-0.581, -0.150, -1.251], [-0.117, 0.187, -0.117], [-0.305, 0.209, -0.298], [0.076, -0.043, 0.741], [-0.021, -0.210, -0.236], [-0.140, -0.791, -0.097], [0.858, -0.114, -0.525], [-0.075, 1.239, 0.603], [0.099, 0.017, 1.217], [-0.701, -0.127, 0.202], [-0.259, -0.204, -0.506], [-0.198, -0.043, -0.483], [0.326, 0.129, -0.365], [0.077, -0.071, -0.418], [0.359, -0.745, -0.099], [0.112, 0.093, -0.618], [-0.771, 0.953, -0.211], [0.215, -0.004, 0.234], [0.083, 0.165, 0.839], [-0.036, -0.160, -0.260], [0.134, -0.232, 0.426], [0.082, 1.172, -1.085], [-0.589, 0.646, -1.040], [0.657, -1.287, 2.010], [-0.038, -0.434, 0.290], [-0.162, -0.471, 0.555], [0.038, -0.012, 0.568], [0.097, 0.367, -0.389], [-0.008, -0.058, -0.585]],
  "homo_lumo_gap_ha": 0.3657,
  "homo_ha": -0.36371,
  "e_tot_ha": -36586.40127,
  "lumo_energy_ev": 0.06,
  "de_lowest_kcal_mol": 42.9,
  "spin_multiplicity": 1
}